Entry 1:
Below is a structure of composition C8H7ClFNO3S at a distorted geometry, with properties calculated with ωB97M-V with the def2-TZVPD basis set.

Last column: Mulliken charge in e.
Cartesian coordinates (Å):
Cl (-0.18, 5.25, 0.27)  -0.203
S (0.64, -0.92, 0.76)  1.198
F (0.64, -1.03, -1.73)  -0.192
O (-1.39, -4.11, -2.51)  -0.458
O (-0.04, -1.48, 1.93)  -0.641
O (2.04, -1.27, 0.50)  -0.655
N (-0.16, -1.41, -0.67)  -0.109
C (1.22, 2.93, 0.05)  -0.549
C (-0.21, -3.34, -0.67)  -0.290
C (0.32, 0.84, 0.68)  0.199
C (-0.85, 1.36, 1.09)  -0.174
C (-1.34, -3.43, -1.50)  0.122
C (1.42, 1.60, 0.20)  -0.432
C (-1.06, 2.72, 0.84)  -0.772
C (0.04, 3.50, 0.49)  0.467
H (2.26, 0.99, -0.17)  0.416
H (1.92, 3.65, -0.30)  0.411
H (-2.18, -2.82, -1.17)  0.326
H (0.74, -3.46, -1.13)  0.272
H (-0.28, -3.65, 0.43)  0.338
H (-1.71, 0.71, 1.49)  0.325
H (-1.82, 3.36, 1.13)  0.399

Output
ΔE to the lowest compared entry with this formula, charge and spin (kJ/mol): 88.4
HOMO energy (eV): -10.033
Orbital gap (eV): 9.3080

Entry 2:
Below is the molecule C3H7NO2, with properties calculated with ωB97M-V with the def2-TZVPD basis set.

Last column: Mulliken charge in e.
Cartesian coordinates (Å):
O (1.96, 1.03, 0.84)  -0.535
O (0.66, 2.66, 0.00)  -0.451
N (0.09, -0.88, 0.32)  -0.307
C (-0.24, 0.49, 0.07)  -0.387
C (-0.86, -1.86, -0.21)  -0.786
C (0.91, 1.39, 0.38)  0.469
H (-0.44, -2.43, -1.03)  0.271
H (-1.18, -2.56, 0.57)  0.262
H (-1.79, -1.36, -0.47)  0.298
H (1.53, 3.08, -0.13)  0.337
H (-1.12, 0.78, 0.65)  0.284
H (1.02, -1.09, -0.03)  0.235
H (-0.53, 0.75, -0.96)  0.311

Output
SMILES: CNCC(=O)O
ΔE to the lowest compared entry with this formula, charge and spin (kJ/mol): 102.3
HOMO energy (eV): -8.984
Orbital gap (eV): 9.7209

Entry 3:
Below is a structure of composition C36H28BaCl4N6O2S3 at a distorted geometry, with properties calculated with ωB97M-V with the def2-TZVPD basis set.

Last column: Mulliken charge in e.
Cartesian coordinates (Å):
Ba (-10.41, -8.57, 14.55)  1.725
Cl (-10.81, -13.80, 9.76)  -0.268
Cl (-11.68, -8.44, 9.00)  -0.260
Cl (-9.10, -13.16, 12.34)  -0.234
Cl (-12.02, -11.43, 8.04)  -0.247
S (-12.27, -3.36, 14.44)  -0.349
S (-11.58, -5.52, 16.43)  -0.482
S (-6.98, -7.33, 13.91)  -0.264
O (-10.54, -8.29, 11.76)  -0.441
O (-9.32, -10.40, 13.14)  -0.746
N (-11.10, -5.64, 13.83)  0.098
N (-5.81, -9.61, 14.79)  0.006
N (-12.25, -10.49, 13.85)  0.111
N (-9.85, -8.82, 17.54)  -0.090
N (-11.04, -10.75, 16.21)  -0.175
N (-6.36, -9.57, 12.56)  0.322
C (-11.16, -11.11, 9.53)  0.052
C (-12.54, -11.65, 14.57)  -0.039
C (-6.38, -8.90, 13.74)  0.330
C (-13.77, -13.71, 15.04)  -1.099
C (-6.57, -10.84, 15.10)  -0.018
C (-11.23, -4.89, 12.66)  -0.771
C (-10.49, -9.48, 11.22)  -0.957
C (-8.26, -12.57, 17.89)  -1.080
C (-9.31, -10.08, 17.70)  0.325
C (-10.84, -5.35, 11.42)  0.335
C (-9.46, -7.85, 18.30)  -0.184
C (-11.02, -4.58, 10.30)  -0.701
C (-12.27, -12.82, 16.65)  -0.438
C (-7.77, -9.17, 19.36)  -0.901
C (-12.77, -10.42, 12.64)  -0.557
C (-10.53, -12.12, 10.22)  0.506
C (-8.19, -10.33, 18.57)  1.391
C (-5.78, -10.89, 12.25)  -0.921
C (-9.88, -11.88, 11.43)  0.318
C (-7.65, -11.60, 18.62)  -0.769
C (-9.85, -10.61, 11.99)  -0.732
C (-9.46, -12.37, 17.23)  -0.775
C (-11.91, -11.76, 15.85)  -0.146
C (-7.00, -9.03, 11.35)  -1.589
C (-13.40, -11.51, 12.02)  -0.863
C (-13.70, -12.63, 12.76)  -0.820
C (-11.08, -9.79, 10.01)  0.839
C (-13.31, -12.72, 14.14)  0.828
C (-11.85, -3.63, 12.78)  0.646
C (-10.04, -11.09, 17.03)  0.740
C (-5.53, -8.82, 16.05)  -0.968
C (-11.63, -3.31, 10.43)  -0.411
C (-11.59, -4.98, 14.82)  -0.027
C (-12.07, -2.84, 11.66)  -0.586
C (-8.52, -8.01, 19.33)  -0.782
C (-13.21, -13.77, 16.24)  -0.663
H (-5.97, -11.64, 15.58)  0.230
H (-11.72, -2.68, 9.59)  0.398
H (-6.54, -11.66, 12.03)  0.183
H (-7.00, -9.38, 20.13)  0.372
H (-9.85, -13.15, 16.62)  0.573
H (-4.92, -9.52, 16.65)  0.303
H (-7.09, -11.22, 14.18)  -0.007
H (-13.73, -11.41, 11.00)  0.415
H (-14.49, -14.43, 14.63)  0.308
H (-7.78, -13.56, 17.91)  0.300
H (-8.04, -9.34, 11.18)  0.775
H (-9.89, -6.89, 18.08)  0.166
H (-6.46, -9.32, 10.50)  0.403
H (-6.67, -11.76, 19.08)  0.257
H (-7.05, -7.93, 11.36)  0.406
H (-14.32, -13.43, 12.34)  0.336
H (-7.43, -10.61, 15.80)  -0.314
H (-10.37, -6.34, 11.30)  0.188
H (-12.58, -1.91, 11.75)  0.392
H (-4.99, -7.87, 15.87)  0.408
H (-12.62, -9.48, 12.15)  1.072
H (-6.48, -8.76, 16.58)  0.322
H (-8.36, -7.15, 19.98)  0.366
H (-5.18, -10.74, 11.36)  0.425
H (-11.83, -12.99, 17.62)  0.519
H (-10.66, -4.97, 9.33)  0.322
H (-13.48, -14.53, 16.97)  0.332
H (-5.16, -11.22, 13.09)  0.335

Output
Total charge: -2
ΔE to the lowest compared entry with this formula, charge and spin (kJ/mol): 0.0
HOMO energy (eV): -1.759
Orbital gap (eV): 5.9196

- Which formula does entry 1 have?
  C8H7ClFNO3S

- Which value of HOMO energy does entry 1 give?
  -10.033 eV

- What is the HOMO energy in the second record?
  -8.984 eV

- Which of these has the highest ΔE to the lowest compared entry with this formula, charge and spin?
  C3H7NO2